# 1
ORCA calculation (the ωB97M-V functional and the def2-TZVPD basis) on a molecular structure, C4H11NO.

XYZ file:
```
17
Properties=species:S:1:pos:R:3:forces:R:3:mulliken_charge:R:1
C -2.2406 0.0744 -0.2128 -0.2 -0.2 1.2 -0.214
O -2.0436 -0.0323 1.0505 -0.3 0.0 -1.0 -0.604
H -0.4929 0.4129 1.1728 0.9 0.3 -0.2 0.237
H -2.8587 0.9164 -0.5762 0.3 0.1 0.0 0.267
H -2.4101 -0.8467 -0.8043 0.3 0.1 0.0 0.252
H -1.0529 0.4231 -0.7464 1.0 0.2 -0.2 0.005
C 1.3592 -0.6853 1.2543 0.0 0.2 -0.2 -1.481
N 1.0016 -0.2315 -1.5795 0.1 -0.2 -0.1 -0.444
C 0.3820 0.6449 -0.7022 -1.2 -0.1 -0.3 -0.421
C 0.5944 0.5320 0.7416 -0.8 -0.3 0.6 0.052
H 0.7501 -0.1474 -2.5527 0.0 0.0 0.1 0.248
H 1.0637 -1.1932 -1.2797 0.0 0.1 0.0 0.213
H 0.3183 1.6531 -1.1030 0.1 0.0 0.0 0.346
H 0.9944 1.4671 1.1342 -0.1 0.0 0.1 0.422
H 2.3661 -0.7442 0.8395 0.0 -0.1 0.0 0.386
H 0.8232 -1.6076 1.0246 0.0 0.0 0.0 0.359
H 1.4457 -0.6357 2.3394 0.0 0.0 0.0 0.378
```
Positions in Å, forces in eV/Å.

Computed properties:
Orbital gap: 9.46 eV

---

# 2
ORCA calculation (the ωB97M-V functional and the def2-TZVPD basis) on a molecular structure, C3H3MgO4Pr.

XYZ file:
```
12
Properties=species:S:1:pos:R:3:forces:R:3:mulliken_spin:R:1
O -2.8999 0.0684 -0.0469 1.7 0.9 -0.3 -0.023
C -3.7417 -0.8827 0.1065 -1.5 -0.9 1.1 0.000
O -4.6979 -0.8640 0.8753 0.8 -0.1 -0.9 -0.002
Mg -1.0183 0.5030 -0.0918 -1.1 -0.6 0.0 -0.192
O 0.5311 -0.8324 0.0025 0.5 1.3 0.1 0.007
C 1.2665 -1.8687 0.1977 0.2 -0.2 -0.1 -0.007
C 2.7362 -1.4861 0.2950 -0.1 -3.0 0.3 -0.005
O 3.0880 -0.1519 0.2387 1.0 -0.4 0.1 -0.021
Pr 1.9395 1.4043 0.0364 -1.4 1.8 -0.3 2.245
H 3.2191 -2.0921 -0.5090 -0.1 0.4 0.3 -0.001
H 3.0754 -1.9805 1.2367 0.0 0.4 -0.4 -0.001
H -3.5449 -1.8075 -0.4909 -0.1 0.3 0.0 0.000
```
Positions in Å, forces in eV/Å.

Computed properties:
⟨S²⟩: 2.18
Orbital gap (spin up / spin down): 5.75 / 5.43 eV
Spin multiplicity: 3

---

# 3
ORCA calculation (the ωB97M-V functional and the def2-TZVPD basis) on 2 unconnected molecules or ions with the total composition C3H11NO.

XYZ file:
```
16
Properties=species:S:1:pos:R:3:forces:R:3:mulliken_spin:R:1
C -0.3516 -0.1651 -1.4713 -1.8 0.3 0.0 1.131
N -0.0271 -0.1963 -0.0448 1.2 -0.1 -1.5 -3.538
C -0.3954 -1.4115 0.6258 -0.6 -0.7 2.3 3.118
C 1.3747 0.2821 0.1726 -1.2 -2.1 2.2 1.527
H -0.5439 -1.1242 -1.9344 0.3 -0.7 0.2 -0.142
H 0.3461 0.3422 -2.1147 0.6 0.4 0.2 0.075
H -1.3239 0.3416 -1.6098 0.2 0.2 0.0 0.015
H -1.2131 -1.2282 1.4033 0.9 -0.1 -0.6 -0.312
H -0.7670 -2.2782 0.0939 -0.3 0.2 -1.2 -0.356
H 0.4508 -1.8954 1.1432 -0.1 0.5 0.1 -0.441
H 1.7285 -0.2418 1.0906 -0.3 0.5 -0.3 0.105
H 1.2375 1.3158 0.4641 1.0 0.5 -0.8 -0.125
H 2.0700 -0.1468 -0.5477 0.1 1.0 -0.6 -0.409
H -0.8986 2.6581 1.5343 0.0 -0.4 -0.2 -0.068
H -0.8491 1.3795 0.5808 0.2 0.3 0.2 0.173
O -0.8378 2.3683 0.6140 -0.2 0.3 0.0 0.247
```
Positions in Å, forces in eV/Å.

Computed properties:
⟨S²⟩: 0.75
Orbital gap (spin up / spin down): 3.04 / 9.31 eV
Charge: -1
Spin multiplicity: 2

---

# 4
ORCA calculation (the ωB97M-V functional and the def2-TZVPD basis) on 6 unconnected molecules or ions with the total composition C50H59F6IN2O8.

XYZ file:
```
126
Properties=species:S:1:pos:R:3:forces:R:3:mulliken_charge:R:1
C 6.7566 1.3542 1.7191 -0.5 0.1 0.1 -1.426
C 5.5858 2.3234 1.8811 0.3 0.0 -0.2 -0.022
C 4.6703 2.2595 0.6757 0.0 -0.5 0.3 -0.540
O 3.6261 3.2016 0.7729 0.0 0.5 0.1 -0.079
C 3.4290 3.9896 -0.3978 -0.2 -0.5 0.1 -1.657
C 2.6539 3.2069 -1.4763 1.1 0.2 -0.5 1.890
C 3.4652 3.0377 -2.7771 -0.7 0.0 0.4 -0.989
C 3.9798 4.3012 -3.4183 0.5 -0.4 -0.3 -0.536
F 2.9603 5.1712 -3.7522 -0.2 0.2 0.0 -0.310
O 1.4386 3.8439 -1.8210 -0.3 0.1 0.1 -0.575
C 0.2499 3.3156 -1.3005 -0.2 -0.3 0.3 -1.068
C 0.2381 3.0065 0.2070 -0.2 0.1 0.3 0.240
C -1.0511 3.4558 0.9388 0.0 -0.5 -0.1 -1.100
C -1.8493 2.3127 1.5675 -0.5 0.5 0.5 0.475
C -2.9093 2.8420 2.5324 0.0 0.0 -0.7 -1.003
O -4.0086 3.4436 1.7966 0.2 -0.1 0.3 -0.421
C -4.9295 2.5828 1.3614 -0.4 0.0 -0.2 0.241
O -5.9649 2.9257 0.8743 0.0 0.2 -0.1 -0.488
C -0.2783 2.1642 -2.2245 0.1 0.6 0.2 0.798
C -0.7926 2.8695 -3.5099 0.0 -0.2 -0.1 -0.891
C -0.4966 2.1018 -4.7872 0.5 0.3 0.0 0.002
O 0.5168 2.2350 -5.3795 -0.1 -0.1 -0.1 -0.439
I -1.9666 0.7467 -5.6050 -0.2 0.0 0.1 -0.017
N -1.3355 1.5040 -1.4381 -0.1 -0.6 -0.8 -0.004
C -2.2803 0.9056 -1.9235 0.6 1.1 0.1 0.628
O -3.2497 0.4402 -2.3374 -0.6 -0.7 0.1 -0.539
O 0.7276 1.2780 -2.6588 -0.3 0.0 0.5 -0.237
C 1.0337 0.1753 -1.8220 0.9 -0.6 -0.2 0.770
N 2.4783 -0.0191 -1.9599 -0.3 0.4 0.1 -0.233
C 0.1972 -1.0578 -2.2394 0.0 0.3 0.0 -0.980
O -0.4681 -1.6528 -1.1575 -0.1 -0.2 -0.2 -0.372
C 0.3481 -2.5117 -0.3759 -0.1 0.2 0.0 -0.618
H 7.3542 1.3419 2.6246 0.2 -0.1 0.0 0.387
H 7.3708 1.6373 0.8682 0.2 0.0 0.0 0.430
H 6.3794 0.3463 1.5478 0.1 -0.1 0.0 0.287
H 5.0270 2.0801 2.7831 -0.1 0.1 0.1 0.129
H 5.9723 3.3370 1.9832 -0.1 0.1 0.1 0.276
H 5.2725 2.3896 -0.2277 -0.1 0.2 -0.2 0.223
H 4.2442 1.2517 0.6184 -0.1 -0.1 -0.1 0.201
H 4.4078 4.3124 -0.7515 0.1 0.1 -0.1 0.622
H 2.8615 4.8676 -0.1130 -0.1 0.1 0.1 0.306
H 2.5174 2.2018 -1.0856 -0.3 0.0 0.1 0.082
H 2.8142 2.5083 -3.4694 0.0 0.0 -0.2 0.121
H 4.2958 2.3643 -2.5683 0.3 0.1 0.0 0.363
H 4.5023 4.0402 -4.3410 0.0 0.0 -0.1 0.385
H 4.7010 4.8317 -2.7983 -0.1 0.2 0.2 0.317
H -0.4812 4.1107 -1.4466 -0.1 0.2 0.0 0.753
H 1.0571 3.5240 0.6927 0.3 0.1 -0.2 0.104
H 0.3810 1.9518 0.4277 0.1 -0.1 -0.2 -0.140
H -0.7840 4.1394 1.7419 0.1 0.2 0.0 0.468
H -1.7112 3.9988 0.2649 0.0 0.2 0.0 0.201
H -2.3876 1.7446 0.8165 0.2 -0.3 -0.2 -0.449
H -1.2057 1.6345 2.1265 0.2 -0.1 0.0 0.415
H -3.3101 2.0583 3.1698 0.0 -0.1 0.2 0.419
H -2.5119 3.6541 3.1293 0.0 0.0 0.3 0.404
H -4.6796 1.5171 1.4615 0.3 -0.1 0.2 0.364
H -1.8340 3.1615 -3.4085 -0.1 -0.2 0.0 0.506
H -0.2048 3.7773 -3.6230 0.1 0.1 0.0 0.478
H 0.8674 0.3785 -0.7677 -0.3 0.1 0.1 -0.138
H 2.7151 -0.1208 -2.9386 0.1 -0.2 -0.1 0.250
H 2.7602 -0.8477 -1.4550 0.1 -0.1 0.0 0.312
H 0.8519 -1.7822 -2.7277 0.1 -0.1 -0.1 0.618
H -0.5387 -0.7590 -2.9865 -0.2 0.0 0.1 0.055
H 0.7302 -1.9831 0.4988 0.1 0.0 0.1 0.257
H 1.1901 -2.9077 -0.9475 0.1 0.0 -0.1 0.411
H -0.2616 -3.3475 -0.0703 -0.1 0.0 0.3 0.008
F -8.0396 -4.1283 -3.4016 0.0 0.0 0.0 -0.361
C -7.7233 -2.9487 -2.8238 0.1 0.2 0.0 0.142
C -8.6948 -2.2769 -2.1100 -0.1 -0.1 0.0 -0.383
C -8.3706 -1.0618 -1.5250 0.1 0.0 0.0 -0.365
C -7.0973 -0.5308 -1.6738 0.0 0.1 0.0 -0.790
C -6.1367 -1.2208 -2.4023 -0.1 0.0 0.0 -0.261
C -6.4447 -2.4475 -2.9776 0.0 0.0 0.0 -0.447
H -9.6856 -2.7018 -2.0196 0.0 0.0 0.0 0.435
H -9.1188 -0.5240 -0.9589 0.0 0.0 0.0 0.394
H -6.8562 0.4250 -1.2267 0.0 0.0 0.0 0.570
H -5.1515 -0.7972 -2.5289 0.0 -0.1 0.0 0.627
H -5.7127 -3.0060 -3.5464 0.0 0.0 0.0 0.509
F 1.2876 5.8704 1.2610 -0.1 0.1 0.0 -0.050
C 1.8797 6.4823 2.3104 0.1 0.0 0.1 0.279
C 1.8006 7.8554 2.4170 -0.1 0.1 -0.1 -0.614
C 2.4112 8.4711 3.4999 0.0 -0.1 0.0 -0.402
C 3.0903 7.7136 4.4448 0.0 0.0 0.0 -0.535
C 3.1587 6.3336 4.3089 0.0 0.1 0.0 -0.597
C 2.5471 5.7045 3.2341 0.0 -0.2 0.0 0.003
H 1.2706 8.4247 1.6653 0.0 0.0 0.0 0.412
H 2.3556 9.5459 3.6048 0.0 0.0 0.0 0.371
H 3.5672 8.1994 5.2852 0.0 0.0 0.0 0.378
H 3.6931 5.7424 5.0401 0.0 0.0 0.0 0.378
H 2.5895 4.6307 3.1027 0.0 0.0 -0.1 0.409
F -5.0044 -9.3367 0.5212 0.0 0.0 0.0 -0.319
C -5.5874 -8.2129 0.0525 0.0 0.1 0.0 0.214
C -4.7908 -7.1348 -0.2749 0.1 0.0 0.0 -0.287
C -5.3947 -5.9824 -0.7586 -0.1 -0.1 0.0 -0.515
C -6.7736 -5.9229 -0.9031 0.0 -0.1 0.1 -0.120
C -7.5521 -7.0207 -0.5632 0.1 0.0 0.0 -0.547
C -6.9598 -8.1801 -0.0837 -0.1 -0.1 0.0 -0.442
H -3.7195 -7.2034 -0.1505 0.1 0.0 0.0 0.469
H -4.7855 -5.1281 -1.0244 0.0 0.0 0.0 0.509
H -7.2382 -5.0257 -1.2746 -0.1 0.1 0.0 0.230
H -8.6272 -6.9758 -0.6724 0.0 0.0 0.0 0.374
H -7.5474 -9.0489 0.1808 0.0 0.0 0.0 0.427
F -0.9021 -5.2853 0.4394 -0.1 -0.2 0.1 -0.414
C -0.7148 -6.1149 -0.6110 0.0 0.0 -0.2 0.194
C -1.1512 -5.7089 -1.8561 -0.1 0.1 0.0 -0.100
C -0.9592 -6.5598 -2.9351 0.0 -0.1 0.0 -0.556
C -0.3450 -7.7915 -2.7539 0.0 0.0 0.0 -0.535
C 0.0838 -8.1742 -1.4899 0.0 0.1 -0.1 -0.369
C -0.0963 -7.3303 -0.4037 0.0 0.0 0.1 -0.446
H -1.6332 -4.7461 -1.9712 0.0 0.0 0.0 0.630
H -1.2924 -6.2591 -3.9189 0.0 0.0 0.0 0.378
H -0.2017 -8.4529 -3.5972 0.0 0.0 0.0 0.391
H 0.5585 -9.1351 -1.3465 0.0 0.0 0.0 0.381
H 0.2320 -7.6060 0.5893 0.0 0.0 0.0 0.429
F 3.8769 -1.8488 3.1115 0.0 0.0 0.0 -0.270
C 4.8012 -1.8669 4.0949 0.1 0.0 0.1 0.454
C 5.4443 -3.0526 4.3865 0.0 -0.1 -0.1 -0.578
C 6.3965 -3.0613 5.3956 0.0 0.1 0.0 -0.260
C 6.6873 -1.8983 6.0959 0.0 0.0 0.0 -0.559
C 6.0249 -0.7187 5.7846 0.0 -0.1 0.0 -0.364
C 5.0744 -0.6977 4.7747 -0.1 0.2 0.0 -0.387
H 5.1992 -3.9481 3.8317 0.0 0.0 0.0 0.415
H 6.9134 -3.9806 5.6343 0.0 0.0 0.0 0.362
H 7.4292 -1.9119 6.8825 0.0 0.0 0.0 0.375
H 6.2473 0.1889 6.3291 0.0 0.0 0.0 0.377
H 4.5503 0.2115 4.5110 0.0 0.0 0.0 0.433
```
Positions in Å, forces in eV/Å.

Computed properties:
Orbital gap: 9.42 eV

---

# 5
ORCA calculation (the ωB97M-V functional and the def2-TZVPD basis) on a single C4H8ClNS molecule.

XYZ file:
```
15
Properties=species:S:1:pos:R:3:forces:R:3:mulliken_charge:R:1
N -0.8338 -0.2452 1.7759 0.4 -2.5 0.6 -0.621
C -0.6803 0.2503 0.3812 -1.7 -1.2 0.3 0.036
C 0.2261 1.3212 0.6039 3.2 4.5 1.7 -0.569
Cl 0.0001 2.4518 -0.8651 0.6 0.0 1.1 -0.198
C -0.2349 -0.7666 -0.6439 -0.1 -4.5 -0.8 -0.106
C 1.0539 -0.7911 -1.3976 -3.6 -2.9 -0.4 -1.011
S -0.4242 -0.8257 -2.5211 0.1 1.4 0.8 -0.136
H 0.0996 -0.8163 2.0838 -3.5 1.5 -1.1 0.271
H -1.7541 -0.7040 2.0499 2.1 0.4 -0.8 0.237
H -1.4697 0.7393 -0.2015 -1.3 -0.5 1.5 0.382
H 0.2634 1.8681 1.7569 -0.9 -1.2 -3.8 0.333
H 1.2416 0.9753 0.5147 0.6 0.0 -0.1 0.355
H -0.6834 -1.8393 -0.4421 1.2 2.3 0.3 0.351
H 1.6009 0.0279 -1.4144 2.2 4.0 -0.2 0.316
H 1.5950 -1.6456 -1.6806 0.6 -1.3 0.7 0.360
```
Positions in Å, forces in eV/Å.

Computed properties:
Orbital gap: 9.31 eV

---

# 6
ORCA calculation (the ωB97M-V functional and the def2-TZVPD basis) on a molecular structure, C2H6F6LiNO7S2.

XYZ file:
```
25
Properties=species:S:1:pos:R:3:forces:R:3:mulliken_charge:R:1
Li -0.7895 0.7476 0.7758 -0.2 0.1 0.7 0.941
C -1.4906 -2.1877 -0.5265 0.1 -0.6 -0.2 0.671
F -2.5401 -1.4030 -0.1357 1.2 -0.5 0.3 -0.235
F -0.8110 -2.7150 0.5329 -1.2 1.2 -1.3 -0.170
F -1.9979 -3.2061 -1.2226 0.3 0.6 0.3 -0.203
S -0.3823 -1.1697 -1.7389 -1.9 0.8 -2.3 0.884
O 0.4923 -2.1586 -2.3587 -1.2 1.7 1.5 -0.521
O -1.2833 -0.4130 -2.6552 1.8 -1.5 2.8 -0.651
N 0.3340 -0.0046 -0.5921 -2.9 -2.4 -2.3 -0.404
S 1.7664 -0.5755 -0.5528 7.8 -0.8 1.0 0.928
O 1.8697 -1.8854 0.1406 -0.3 2.5 -1.4 -0.593
O 2.6179 -0.2769 -1.7475 -2.5 -1.0 2.6 -0.606
C 2.5277 0.6690 0.7484 2.0 -1.1 -3.0 0.594
F 2.7994 1.8945 0.2074 0.4 -1.5 0.4 -0.220
F 1.6674 0.8780 1.6633 -2.0 0.3 2.8 -0.244
F 3.6493 0.0564 1.2689 -1.5 1.4 -0.7 -0.211
O -1.5623 2.5095 1.1807 0.1 -0.4 0.0 -0.590
H -1.7669 2.8249 2.0610 0.1 0.0 0.4 0.271
H -2.1096 3.0407 0.6023 0.0 0.2 -0.5 0.290
O 0.2604 2.2590 -2.0257 -0.1 1.2 -0.1 -0.693
H 0.4866 1.5585 -1.4139 0.1 -0.1 -0.2 0.445
H -0.3613 1.8566 -2.6322 -0.1 -0.2 -0.2 0.310
O -1.0647 -0.4619 2.5700 -0.1 0.5 -0.4 -0.545
H -1.8811 -0.9415 2.7101 -0.3 -0.1 0.0 0.271
H -0.4304 -0.8957 3.1406 0.4 -0.1 0.0 0.281
```
Positions in Å, forces in eV/Å.

Computed properties:
Orbital gap: 9.49 eV

---

Ordered F_max results: 0.024, 0.058, 0.064, 0.025, 0.112, 0.154; unit Eh/bohr.